Record 1
# C41H40AsN6O5OsS3Si

A molecular structure, C41H40AsN6O5OsS3Si at a distorted geometry (ωB97M-V with the def2-TZVPD basis set, OMol25).

Geometry as XYZ:
```
98
Properties=species:S:1:pos:R:3
Os 0.81726 0.10359 0.06580
C -1.91447 0.13123 2.80796
C -1.85667 1.19105 1.75967
C -2.72220 2.28058 1.74505
C -2.66096 3.20972 0.71591
C -1.74781 3.05983 -0.31510
C -0.90612 1.96291 -0.24117
N -0.97788 1.05419 0.76252
N 0.10525 1.55188 -1.08335
Si 0.46099 2.16452 -2.71124
C 1.65027 3.58314 -2.57459
C -1.05765 2.70774 -3.62942
C 1.55369 0.66489 -4.70510
H -2.22304 -0.81933 2.36398
H -2.62907 0.39184 3.58471
H -0.93260 0.00804 3.26372
H -3.44166 2.38756 2.54371
H -3.33869 4.05321 0.71407
H -1.67287 3.76724 -1.12738
H 1.12753 4.48729 -2.25407
H 2.09223 3.80003 -3.55080
H 2.45764 3.39308 -1.87072
H -1.28690 3.76084 -3.45878
H -1.94201 2.11281 -3.39220
H -0.86352 2.59375 -4.69932
H 1.94172 -0.34590 -4.83173
H 2.35912 1.37827 -4.90096
H 0.75289 0.81977 -5.43268
N 2.21755 -2.05744 1.71164
N 0.87835 -1.61134 1.37466
H 2.47894 -2.75148 1.02346
H 2.18116 -2.46545 2.64240
H 0.48353 -1.32360 2.26989
H 0.30554 -2.37851 1.01937
C -2.47862 -5.22622 0.57213
C -1.11798 -5.17618 0.30784
C -0.56923 -4.06810 -0.32238
C -1.38300 -2.99545 -0.69060
C -2.74903 -3.05358 -0.42879
C -3.29118 -4.16561 0.20122
As -0.58490 -1.44500 -1.57469
C -2.14370 -0.53549 -2.23915
C -3.08319 0.18304 -1.51320
C -4.16843 0.74226 -2.17397
C -4.28616 0.60073 -3.55200
C -3.34364 -0.11303 -4.27594
C -2.26953 -0.70540 -3.61916
C -1.24271 -1.56890 -4.23825
C -1.23174 -1.93510 -5.57852
C -0.26259 -2.80732 -6.05156
C 0.68568 -3.33283 -5.18610
C 0.68786 -2.97638 -3.84358
C -0.26642 -2.08972 -3.37819
H -2.90553 -6.09297 1.05846
H -0.48014 -6.00572 0.58345
H 0.48953 -4.05448 -0.55238
H -3.40032 -2.23986 -0.71660
H -4.35469 -4.20247 0.39728
H -2.99502 0.28487 -0.43942
H -4.92064 1.28653 -1.61824
H -5.12798 1.04516 -4.06632
H -3.46175 -0.22002 -5.34617
H -1.98319 -1.55064 -6.25548
H -0.25772 -3.08948 -7.09583
H 1.42879 -4.02750 -5.55484
H 1.42460 -3.39306 -3.16994
O 1.43835 0.12384 6.14829
S 2.04482 -0.44075 4.98728
O 2.01618 -1.86889 4.79651
N 1.36854 0.24735 3.61986
C 2.25039 0.90438 2.95084
S 1.90649 1.72293 1.44812
C 3.61425 0.94633 3.52984
C 4.75461 1.54565 3.02722
C 5.92877 1.41101 3.75991
C 5.95868 0.68497 4.94501
C 4.81441 0.06254 5.43884
C 3.66004 0.21407 4.70617
H 4.73067 2.07410 2.08307
H 6.83762 1.87046 3.39605
H 6.88822 0.59269 5.49028
H 4.83523 -0.51441 6.35302
O 2.10352 -2.61215 -1.22535
C 2.79163 -1.61450 -1.43414
N 2.52804 -0.37619 -0.91535
S 3.69981 0.82219 -1.35806
O 1.07208 0.78258 -3.37465
O 4.71437 1.01130 -0.31066
C 4.44423 -0.31610 -2.51211
C 5.49493 -0.03319 -3.36202
C 6.00340 -1.08606 -4.11293
C 5.47656 -2.37165 -3.99836
C 4.42725 -2.63657 -3.13051
C 3.91761 -1.58223 -2.39055
H 5.91874 0.96020 -3.42906
H 6.82506 -0.90684 -4.79327
H 5.89969 -3.17266 -4.58919
H 4.01926 -3.63298 -3.02204
```

Results
- E_LUMO (spin up / spin down) (eV) = -5.0802 / -5.0691
- total charge = +1
- energy (a.u.) = -6101.52808
- relative energy (zero: lowest compared OMol25 entry of this formula, charge and spin) (kJ/mol) = 0.0
- HOMO-LUMO gap (spin up / spin down) (eV) = 5.70 / 5.72

---

Record 2
# C26H35CoN4O3SSi2

A molecular structure, C26H35CoN4O3SSi2 (ωB97M-V with the def2-TZVPD basis set, OMol25).

Geometry as XYZ:
```
72
Properties=species:S:1:pos:R:3
Co 0.95949 -0.52416 -0.28172
C 4.07976 0.48542 -1.76937
Si 3.23040 -0.88198 -0.75523
C 3.89752 -2.49307 -1.52127
C 4.12245 -0.81890 0.93661
C 5.52044 -0.78099 1.04222
C 6.15804 -0.71586 2.27260
C 5.39938 -0.68784 3.43811
C 4.01569 -0.72957 3.35527
C 3.35463 -0.79789 2.12104
Si 1.45566 -0.87831 1.99637
C 0.81422 0.34310 3.30037
C 0.99971 -2.58441 2.71001
H 5.13861 0.25877 -1.94657
H 4.01980 1.43191 -1.22266
H 3.59329 0.62352 -2.74116
H 4.98927 -2.53824 -1.42809
H 3.64082 -2.57954 -2.58288
H 3.47841 -3.36074 -1.00182
H 6.12696 -0.79580 0.13905
H 7.24127 -0.68374 2.32773
H 5.88840 -0.62804 4.40452
H 3.43497 -0.70076 4.27368
H 1.19356 0.09958 4.30240
H -0.27937 0.33613 3.34791
H 1.15315 1.35066 3.04096
H 1.42311 -2.73129 3.71198
H 1.36478 -3.38772 2.06322
H -0.09020 -2.68352 2.78673
C 1.97990 5.46489 -0.03773
N 1.38664 4.21819 -0.48754
C 0.67650 4.16720 -1.64411
C 0.16183 3.01982 -2.11653
C 0.41374 1.82517 -1.33986
O -0.01114 0.68522 -1.70423
N 1.11552 1.88185 -0.20425
C 1.64686 3.03825 0.26833
O 2.31583 3.14394 1.28286
H 1.31120 6.29262 -0.27613
H 2.95105 5.63937 -0.50699
H 2.12880 5.40298 1.03523
H 0.54779 5.11379 -2.15595
H -0.40392 2.97341 -3.03423
C -3.12005 -1.53285 -3.49892
C -4.09858 -2.50349 -2.84417
C -3.49038 -3.25826 -1.66946
N -3.19692 -2.37997 -0.54486
C -1.97591 -1.90604 -0.23399
S -0.55151 -2.46797 -0.87865
N -1.91086 -0.92136 0.72958
C -2.93185 -0.33073 1.47059
O -2.84562 -0.15696 2.66305
C -4.09629 0.21694 0.68582
C -3.90213 0.75572 -0.57688
C -4.97989 1.28896 -1.27234
C -6.24551 1.27243 -0.70296
C -6.43376 0.74617 0.56867
C -5.35341 0.22694 1.26960
H -3.55561 -1.07685 -4.38966
H -2.20033 -2.04302 -3.78766
H -2.83082 -0.72998 -2.81965
H -4.43161 -3.24441 -3.57638
H -4.99471 -1.97057 -2.50613
H -2.55885 -3.73559 -1.96445
H -4.16890 -4.03828 -1.31911
H -3.99126 -1.88957 -0.16090
H -0.97605 -0.87594 1.17605
H -2.90217 0.77503 -0.99802
H -4.82706 1.71717 -2.25445
H -7.08840 1.67703 -1.24962
H -7.41895 0.74539 1.01657
H -5.46749 -0.17335 2.26948
```

Results
- E_LUMO (spin up / spin down) (eV) = 2.1423 / 2.1462
- total charge = -1
- energy (a.u.) = -3816.58665
- ⟨S²⟩ = 3.77
- relative energy (zero: lowest compared OMol25 entry of this formula, charge and spin) (kJ/mol) = 0.3
- spin multiplicity = 4
- HOMO-LUMO gap (spin up / spin down) (eV) = 4.69 / 6.43

---

Record 3
# C23H44NP3SYb

A molecular structure, C23H44NP3SYb at a distorted geometry (ωB97M-V with the def2-TZVPD basis set, OMol25).

Geometry as XYZ:
```
73
Properties=species:S:1:pos:R:3
Yb 0.06167 -3.54127 -2.23757
P -0.62588 1.51182 1.01678
P -2.66677 -1.34395 -0.63678
P 3.95466 1.35215 -1.24481
H 1.04416 -4.30434 -4.64475
C 1.64793 -3.92337 -3.79328
C 1.93692 -4.70350 -2.71358
H 1.59447 -5.74830 -2.67162
C -1.14266 3.13634 0.29370
C -1.95758 1.32946 2.27652
C 0.68470 2.12833 2.15240
C -3.37824 -2.74011 -1.61891
C -3.95550 -1.36986 0.69397
C -3.25624 0.01302 -1.73737
C 5.59900 1.62988 -1.92037
C 4.11467 0.92512 0.48736
C 2.94587 2.81550 -1.48349
H 2.15891 -2.97807 -3.99678
H 2.66916 -4.39680 -1.95248
H -1.44538 3.85011 1.07544
H -1.98311 2.95886 -0.39287
H -0.30161 3.54974 -0.28131
H -1.85699 2.09853 3.05517
H -1.85732 0.33698 2.73543
H -2.94501 1.40057 1.80358
H 0.23394 2.79878 2.89236
H 1.46880 2.65902 1.60092
H 1.13386 1.27037 2.66756
H -4.46919 -2.62740 -1.59315
H -3.09966 -3.72466 -1.21433
H -3.03591 -2.64599 -2.65825
H -4.82139 -0.74006 0.44703
H -3.50791 -1.02504 1.63535
H -4.29056 -2.40637 0.83207
H -4.20883 -0.29706 -2.18696
H -2.52284 0.18762 -2.53161
H -3.39503 0.94454 -1.17626
H 5.89495 2.65612 -1.69052
H 5.59521 1.48282 -3.00707
H 6.31420 0.93433 -1.48374
H 5.09011 1.29069 0.83581
H 4.07414 -0.16232 0.63988
H 3.31379 1.38453 1.08027
H 3.59257 3.60857 -1.87814
H 2.49453 3.11662 -0.53207
H 2.14902 2.60765 -2.20978
C 0.13533 -0.27040 -3.60077
C -0.17897 1.09728 -3.79086
C -0.90521 1.50104 -4.91773
C -1.44012 0.52412 -5.77246
C -1.33182 -0.82938 -5.45470
C -0.54531 -1.23600 -4.37771
S 1.39946 -0.68323 -2.51976
H 3.23102 0.33066 -1.96879
H 0.22972 1.80361 -3.07516
H -0.98888 2.57018 -5.13556
H -1.99462 0.83910 -6.66153
H -1.83110 -1.59993 -6.04554
H -0.31547 -2.31434 -4.23014
C 0.08744 -2.92786 4.31061
C -0.04283 -3.05740 2.82142
C 0.74234 -2.25468 1.99977
C 0.66655 -2.42304 0.62607
N -0.09689 -3.39239 0.07823
C -0.91069 -4.14096 0.86103
C -0.91317 -3.98308 2.24215
H 1.10664 -3.17146 4.64566
H -0.11482 -1.89782 4.64062
H -0.60413 -3.59919 4.82788
H 1.40873 -1.49142 2.41313
H 1.21085 -1.78867 -0.08128
H -1.54126 -4.87147 0.34374
H -1.58833 -4.59381 2.84935
```

Results
- E_LUMO (spin up / spin down) (eV) = -9.4077 / -11.2513
- total charge = +3
- energy (a.u.) = -3537.46253
- ⟨S²⟩ = 0.78
- relative energy (zero: lowest compared OMol25 entry of this formula, charge and spin) (kJ/mol) = 0.0
- spin multiplicity = 2
- HOMO-LUMO gap (spin up / spin down) (eV) = 5.88 / 4.01

---

Record 4
# C5H12N2O

A single C5H12N2O molecule at a distorted geometry (ωB97M-V with the def2-TZVPD basis set, OMol25).

Geometry as XYZ:
```
20
Properties=species:S:1:pos:R:3
C 0.06156 -1.09902 1.38249
N 0.64796 0.19339 1.04739
C 1.32321 0.90951 2.15117
C -0.36893 0.90153 0.22866
C -0.07095 0.71907 -1.31318
N -0.23760 -0.74058 -1.80909
C -1.04488 -1.00304 -3.04878
O -1.81286 -1.96982 -3.07560
H -0.67588 -1.37429 0.54417
H -0.50970 -0.86467 2.30194
H 0.87930 -1.78975 1.43206
H 1.96538 0.11398 2.52111
H 0.55046 1.22027 2.89646
H 1.94455 1.60224 1.63565
H -0.21841 1.97659 0.62232
H -1.45677 0.72469 0.43171
H -0.73848 1.46011 -1.77080
H 0.93856 0.73258 -1.27792
H -0.36322 -1.32632 -1.04076
H -0.81328 -0.38648 -3.85898
```

Results
- E_LUMO (eV) = 0.9464
- energy (a.u.) = -382.36303
- structure (SMILES) = CN(C)CCNC=O
- relative energy (zero: lowest compared OMol25 entry of this formula, charge and spin) (kJ/mol) = 366.3
- HOMO-LUMO gap (eV) = 9.54

---

Please write out number 4 again, unchanged.
# C5H12N2O

A single C5H12N2O molecule at a distorted geometry (ωB97M-V with the def2-TZVPD basis set, OMol25).

Geometry as XYZ:
```
20
Properties=species:S:1:pos:R:3
C 0.06156 -1.09902 1.38249
N 0.64796 0.19339 1.04739
C 1.32321 0.90951 2.15117
C -0.36893 0.90153 0.22866
C -0.07095 0.71907 -1.31318
N -0.23760 -0.74058 -1.80909
C -1.04488 -1.00304 -3.04878
O -1.81286 -1.96982 -3.07560
H -0.67588 -1.37429 0.54417
H -0.50970 -0.86467 2.30194
H 0.87930 -1.78975 1.43206
H 1.96538 0.11398 2.52111
H 0.55046 1.22027 2.89646
H 1.94455 1.60224 1.63565
H -0.21841 1.97659 0.62232
H -1.45677 0.72469 0.43171
H -0.73848 1.46011 -1.77080
H 0.93856 0.73258 -1.27792
H -0.36322 -1.32632 -1.04076
H -0.81328 -0.38648 -3.85898
```

Results
- E_LUMO (eV) = 0.9464
- energy (a.u.) = -382.36303
- structure (SMILES) = CN(C)CCNC=O
- relative energy (zero: lowest compared OMol25 entry of this formula, charge and spin) (kJ/mol) = 366.3
- HOMO-LUMO gap (eV) = 9.54

---

Look up the energy of the fourth one. -382.36303 a.u.